Run A
{"formula": "C2H2OS2", "method": "the ωB97M-V functional and the def2-TZVPD basis", "species": ["C", "C", "O", "S", "S", "H", "H"], "positions_angstrom": [[1.02556, -1.19431, 1.63499], [0.28840, -1.15733, -0.64140], [1.79433, -0.40213, 2.11129], [1.05706, -2.23520, -1.54889], [-0.84529, 0.07159, -0.54617], [0.56788, -1.94147, 2.14319], [-1.70816, 0.02266, -1.73789]], "nbo_charge": [0.467, -0.500, -0.464, 0.088, 0.159, 0.130, 0.119], "homo_lumo_gap_ev": [7.38, 7.40], "lumo_energy_ev": [-0.506, -0.391]}

Run B
{"formula": "C2H2OS2", "method": "the ωB97M-V functional and the def2-TZVPD basis", "species": ["C", "C", "O", "S", "S", "H", "H"], "positions_angstrom": [[-1.19087, -1.63689, 0.81306], [0.67903, 0.05231, 0.48972], [-2.24840, -1.17950, 1.11466], [1.19210, 1.14590, 1.56594], [1.51635, -0.42959, -0.92596], [-0.80063, -2.59732, 0.63203], [2.45141, 0.63952, -0.65987]], "nbo_charge": [0.485, -0.476, -0.432, 0.035, 0.088, 0.156, 0.144], "homo_lumo_gap_ev": [7.27, 7.71], "lumo_energy_ev": [-0.704, -0.294]}

Bottom line: run A, by a margin of 0.186 eV.

Run A
{"formula": "C2H2OS2", "method": "the ωB97M-V functional and the def2-TZVPD basis", "species": ["C", "C", "O", "S", "S", "H", "H"], "positions_angstrom": [[0.65731, 0.53070, -0.20720], [-0.24819, -0.18161, -0.84760], [-0.77611, -0.35053, 1.67346], [0.73985, 0.34906, 1.53814], [-1.23401, -1.29764, 0.37382], [1.37866, 1.19176, -0.65276], [-0.51751, -0.24174, -1.87787]], "nbo_charge": [-0.434, -0.337, -0.806, 0.590, 0.501, 0.249, 0.236], "homo_lumo_gap_ev": 8.09, "lumo_energy_ev": 0.093}

Run B
{"formula": "C2H2OS2", "method": "the ωB97M-V functional and the def2-TZVPD basis", "species": ["O", "C", "S", "C", "S", "H", "H"], "positions_angstrom": [[1.01264, -1.03810, 0.99314], [0.35711, -1.78312, 0.43118], [-0.40850, -2.93071, -0.26100], [-0.15085, 1.53780, -0.26877], [-1.01088, 0.65554, -1.28889], [0.54219, 0.96075, 0.45605], [-0.34171, 2.59783, -0.06171]], "nbo_charge": [-0.477, 0.442, 0.029, -0.487, 0.087, 0.211, 0.196], "homo_lumo_gap_ev": 8.44, "lumo_energy_ev": -0.436}

Bottom line: run B, by a margin of 1.524 eV.

Run A
{"formula": "CH4FOPS", "method": "the ωB97M-V functional and the def2-TZVPD basis", "species": ["C", "P", "O", "S", "H", "H", "H", "F", "H"], "positions_angstrom": [[-0.57041, 0.71904, 0.19598], [-0.02043, -0.22941, 1.65151], [1.43393, -0.42820, 1.73918], [-1.49986, -0.35625, 2.77225], [-0.97761, 1.67583, 0.48274], [0.15460, 0.75483, -0.64297], [-1.47184, 0.15046, -0.17596], [2.02929, -1.84718, -0.12864], [2.26372, -1.59318, 0.73069]], "nbo_charge": [-1.034, 1.685, -1.030, -0.410, 0.270, 0.265, 0.267, -0.588, 0.576], "homo_lumo_gap_ev": 9.64, "lumo_energy_ev": -0.719}

Run B
{"formula": "CH4FOPS", "method": "the ωB97M-V functional and the def2-TZVPD basis", "species": ["C", "P", "O", "S", "H", "H", "H", "F", "H"], "positions_angstrom": [[0.14151, 1.25032, 0.02130], [-1.04700, -0.05114, 0.02240], [-0.50405, -1.40573, -0.09732], [-2.96245, 0.44962, 0.08209], [1.06767, 0.82320, 0.47960], [0.29333, 1.62612, -1.11742], [-0.19563, 2.05043, 0.53055], [2.03546, -2.45783, -0.06014], [1.17115, -2.28498, 0.13894]], "nbo_charge": [-1.046, 1.704, -1.034, -0.447, 0.279, 0.295, 0.259, -0.579, 0.571], "homo_lumo_gap_ev": 9.22, "lumo_energy_ev": -0.885}

Bottom line: run A, by a margin of 0.110 eV.

Run A
{"formula": "C16H16N6O4", "method": "the ωB97M-V functional and the def2-TZVPD basis", "species": ["O", "C", "O", "C", "C", "N", "N", "C", "N", "C", "C", "C", "C", "O", "N", "N", "C", "C", "O", "C", "C", "C", "C", "C", "N", "C", "H", "H", "H", "H", "H", "H", "H", "H", "H", "H", "H", "H", "H", "H", "H", "H"], "positions_angstrom": [[-6.35824, 3.28889, -0.13097], [-7.00293, 2.24994, -0.30241], [-8.38323, 2.28949, -0.17705], [-6.31544, 0.94570, -0.64457], [-6.67956, -0.29274, -1.25019], [-5.64738, -1.05625, -1.48787], [-4.58191, -0.49139, -0.93637], [-3.26929, -0.94470, -0.84475], [-2.24463, -0.42920, -0.19624], [-1.10262, -1.12925, -0.50164], [0.25011, -0.92533, -0.08652], [1.26020, -1.51227, -0.84403], [2.67726, -1.13478, -0.55304], [3.52278, -1.91645, -0.98221], [3.05891, -0.07739, 0.34102], [4.33591, 0.11890, 0.76661], [4.88395, -0.37228, 2.04306], [4.91015, 0.70676, 3.11031], [5.56015, 1.85055, 2.63548], [4.93985, 2.34807, 1.44852], [5.05324, 1.32110, 0.25640], [0.89916, -2.38766, -1.84292], [-0.37430, -2.67950, -2.21250], [-1.40784, -2.07317, -1.47867], [-2.77042, -1.99941, -1.68009], [-4.93202, 0.79897, -0.37820], [-8.51749, 3.26990, -0.01558], [-7.72340, -0.49551, -1.58715], [0.32332, -0.20557, 0.66670], [2.37345, 0.44945, 0.80311], [4.27799, -1.23278, 2.33939], [5.86978, -0.71481, 1.80948], [3.94021, 0.74964, 3.53889], [5.64682, 0.31183, 3.80000], [3.76854, 2.50643, 1.61684], [5.38807, 3.32312, 1.10052], [6.10617, 1.08301, 0.02742], [4.57992, 1.79200, -0.51663], [1.71349, -2.96940, -2.43331], [-0.44087, -3.36340, -2.96321], [-3.34011, -2.49182, -2.25606], [-4.24774, 1.49124, -0.00156]], "nbo_charge": [-0.593, 0.780, -0.676, -0.270, 0.001, -0.243, -0.197, 0.532, -0.490, 0.152, -0.178, -0.158, 0.654, -0.586, -0.461, -0.294, -0.241, -0.092, -0.521, -0.072, -0.241, -0.155, -0.240, 0.108, -0.525, 0.052, 0.504, 0.231, 0.211, 0.359, 0.214, 0.198, 0.166, 0.194, 0.145, 0.194, 0.199, 0.206, 0.244, 0.220, 0.418, 0.253], "homo_lumo_gap_ev": 8.09, "lumo_energy_ev": -0.170}

Run B
{"formula": "C16H16N6O4", "method": "the ωB97M-V functional and the def2-TZVPD basis", "species": ["C", "C", "C", "C", "N", "N", "N", "C", "N", "C", "O", "C", "C", "C", "C", "C", "C", "C", "C", "C", "C", "N", "O", "O", "O", "N", "H", "H", "H", "H", "H", "H", "H", "H", "H", "H", "H", "H", "H", "H", "H", "H"], "positions_angstrom": [[-3.97843, -2.45382, 1.98758], [-4.48210, -1.08232, 1.55273], [-4.79104, -0.99917, 0.05732], [-3.56326, -1.22388, -0.82990], [-2.55713, -0.24184, -0.56522], [-1.49215, -0.47182, 0.14800], [-0.82578, 0.62824, 0.22643], [-1.52497, 1.53950, -0.47402], [-1.22917, 2.86158, -0.64956], [-0.13179, 3.60096, -0.26552], [-0.21366, 4.81072, -0.21771], [1.11622, 2.89214, 0.02012], [2.19830, 3.34635, 0.74217], [3.15844, 2.32697, 0.69125], [2.60893, 1.31467, -0.06920], [3.12454, 0.04866, -0.55858], [2.57076, -0.48355, -1.72776], [3.06544, -1.63776, -2.30015], [4.15128, -2.29086, -1.73520], [4.70800, -1.79608, -0.57233], [4.18780, -0.65418, 0.02467], [4.75776, -0.29343, 1.30067], [4.00666, 0.06687, 2.17816], [5.95742, -0.42205, 1.42184], [1.38164, 1.67717, -0.48692], [-2.63589, 1.00591, -0.98312], [-2.98367, -2.64715, 1.59510], [-4.65305, -3.23604, 1.64558], [-3.92207, -2.50115, 3.07193], [-3.73973, -0.32760, 1.81980], [-5.39768, -0.84575, 2.09853], [-5.20595, -0.01518, -0.17101], [-5.53699, -1.75141, -0.20442], [-3.84664, -1.14451, -1.88216], [-3.11343, -2.19817, -0.63761], [-2.01223, 3.41884, -0.97241], [2.26856, 4.28903, 1.24385], [4.12559, 2.35240, 1.14827], [1.74475, 0.03830, -2.18449], [2.61202, -2.02483, -3.19998], [4.55294, -3.18223, -2.19041], [5.53978, -2.29353, -0.09634]], "nbo_charge": [-0.614, -0.401, -0.400, -0.225, 0.012, -0.029, -0.293, 0.426, -0.612, 0.640, -0.569, 0.145, -0.220, -0.261, 0.285, -0.078, -0.175, -0.180, -0.209, -0.199, 0.106, 0.511, -0.358, -0.374, -0.371, -0.307, 0.209, 0.198, 0.218, 0.204, 0.208, 0.218, 0.209, 0.225, 0.229, 0.428, 0.245, 0.237, 0.232, 0.221, 0.224, 0.243], "homo_lumo_gap_ev": 7.96, "lumo_energy_ev": -0.555}

Bottom line: run A, by a margin of 0.767 eV.

Run A
{"formula": "C5H10NS", "method": "the ωB97M-V functional and the def2-TZVPD basis", "species": ["C", "C", "C", "C", "C", "N", "S", "H", "H", "H", "H", "H", "H", "H", "H", "H", "H"], "positions_angstrom": [[-1.28449, 0.58691, 0.64652], [-0.73521, -0.69624, 0.08523], [-0.69926, 1.68837, 0.06272], [0.67594, -1.02085, 0.62566], [2.19289, -0.14340, -1.04400], [1.50270, 0.07308, 0.12945], [3.19974, 0.36718, 0.41128], [-2.33456, 0.50157, 0.63455], [-0.92869, 0.62588, 1.70409], [-1.29531, -1.59627, 0.12895], [-0.42320, -0.46260, -1.01150], [-0.53816, 1.68096, -0.99145], [-0.87216, 2.54244, 0.57310], [0.77169, -1.12004, 1.76030], [0.85225, -2.04234, 0.31304], [2.40366, -1.18852, -1.33888], [2.29154, 0.58805, -1.83243]], "nbo_charge": [-0.596, -0.370, 0.207, -0.246, -0.288, -0.504, 0.363, 0.349, 0.282, 0.251, 0.201, 0.210, 0.203, 0.231, 0.238, 0.230, 0.240], "homo_lumo_gap_ev": [6.06, 6.06], "lumo_energy_ev": [-6.799, -6.801], "charge": 1}

Run B
{"formula": "C5H10NS", "method": "the ωB97M-V functional and the def2-TZVPD basis", "species": ["C", "C", "C", "C", "C", "N", "S", "H", "H", "H", "H", "H", "H", "H", "H", "H", "H"], "positions_angstrom": [[1.40775, 2.62299, 0.50268], [0.86856, 2.32454, -0.61841], [-1.73732, -0.09518, -0.39392], [0.82434, -1.91788, -0.22052], [0.19494, -0.85887, 0.64498], [-0.56818, 0.16879, 0.00341], [-2.60297, -1.55216, -0.17151], [1.34090, 2.16720, 1.47965], [1.90558, 3.59005, 0.75731], [0.67377, 2.49389, -1.70971], [-2.12431, 0.68577, -0.99890], [1.21483, -2.72747, 0.46929], [0.16568, -2.35868, -0.91219], [1.75468, -1.55986, -0.85186], [0.93935, -0.48082, 1.29385], [-0.61001, -1.48239, 1.29322], [-3.64756, -1.01992, -0.56736]], "nbo_charge": [-0.515, 0.287, -0.035, -0.623, -0.266, -0.394, 0.162, 0.318, 0.342, 0.282, 0.220, 0.243, 0.219, 0.217, 0.210, 0.203, 0.128], "homo_lumo_gap_ev": [6.99, 6.98], "lumo_energy_ev": [-6.597, -6.597], "charge": 1}

Bottom line: run A, by a margin of 0.201 eV.

Run A
{"formula": "C4H8N3O", "method": "the ωB97M-V functional and the def2-TZVPD basis", "species": ["C", "O", "N", "N", "C", "N", "C", "C", "H", "H", "H", "H", "H", "H", "H", "H"], "positions_angstrom": [[-1.62164, -1.67452, 0.87927], [-1.27985, -1.09115, -0.34816], [-0.56956, 0.06821, -0.14954], [-1.15608, 1.06164, 0.53015], [-0.25357, 2.02536, 0.55858], [0.87776, 1.69370, -0.03889], [0.75474, 0.44052, -0.54840], [1.72490, -0.55944, -1.20657], [-0.66281, -1.67224, 1.51245], [-2.12545, -2.59685, 0.67530], [-2.30295, -1.02928, 1.54302], [-0.60854, 2.98547, 0.96468], [1.61750, 2.39379, -0.22902], [1.19037, -0.88041, -2.13969], [1.94338, -1.32456, -0.51531], [2.47179, 0.15977, -1.48787]], "nbo_charge": [-0.279, -0.287, 0.122, -0.198, 0.171, -0.491, 0.429, -0.637, 0.183, 0.240, 0.212, 0.268, 0.476, 0.277, 0.269, 0.246], "homo_lumo_gap_ev": 11.01, "lumo_energy_ev": -3.809, "charge": 1}

Run B
{"formula": "C4H8N3O", "method": "the ωB97M-V functional and the def2-TZVPD basis", "species": ["C", "N", "C", "C", "O", "N", "N", "C", "H", "H", "H", "H", "H", "H", "H", "H"], "positions_angstrom": [[0.35565, -2.14864, 0.25594], [0.12278, -0.73526, 0.27585], [-0.95602, -0.29730, -0.27046], [-1.07221, 1.21399, -0.43559], [-0.37247, 1.64903, -1.61247], [-0.36087, 2.09514, 0.60527], [0.62862, 1.62590, 1.07709], [1.12544, 0.30378, 0.66565], [0.71020, -2.58153, 1.25920], [-0.41406, -2.82768, 0.06136], [1.13673, -2.28129, -0.50940], [-1.84890, -0.74796, -0.39024], [-2.20709, 1.58924, -0.56559], [-0.37400, 2.60663, -1.58055], [1.71134, 0.64005, -0.18243], [1.81489, -0.10409, 1.34638]], "nbo_charge": [-0.451, -0.209, 0.251, 0.073, -0.685, -0.039, -0.041, -0.159, 0.256, 0.260, 0.250, 0.236, 0.231, 0.500, 0.273, 0.253], "homo_lumo_gap_ev": 8.53, "lumo_energy_ev": -5.542, "charge": 1}

Bottom line: run A, by a margin of 0.827 eV.